Entry 1:
Computed, not measured: one molecule with the formula C4H6F2O, with wB97M-V/def2-TZVPD.

```
13
Properties=species:S:1:pos:R:3:forces:R:3
C -0.06953 -0.14114 0.12187 1.4 1.3 -0.4
C -1.29087 -0.59884 -0.52136 0.1 0.7 -0.2
C -0.01853 1.17672 0.89388 -0.8 0.4 0.7
C 1.30536 -0.55471 -0.44689 -1.3 -0.2 -1.4
O -0.94259 -1.16177 0.66117 -0.3 -1.1 -0.1
F -1.26315 -1.29758 -1.66867 0.1 -0.5 0.4
F -2.45065 0.08032 -0.53903 0.2 0.1 0.3
H -0.86447 1.87223 0.46413 1.8 -1.1 1.2
H 1.02890 1.62694 0.78665 -1.7 -0.4 0.2
H -0.19905 0.89822 2.01170 0.2 0.9 -1.9
H 1.98091 -0.90055 0.34743 -0.2 0.2 -0.2
H 1.70929 0.42979 -0.92432 -0.5 -2.2 0.5
H 1.07437 -1.42962 -1.18656 1.0 1.8 1.1
```
Positions in Å, forces in eV/Å.

The spin multiplicity is 1. The SMILES is CC1(C)OC1(F)F. As for the calculated total energy: -430.9389 Eh. The HOMO-LUMO gap comes out at 11.936 eV.

***

Entry 2:
Computed, not measured: a 2-piece molecular cluster, C4H11NO2 overall, with wB97M-V/def2-TZVPD.

```
18
Properties=species:S:1:pos:R:3:forces:R:3
C -2.53891 -0.00083 0.48289 -1.5 1.1 -2.0
C -2.88655 0.76133 -0.82692 0.1 0.0 -0.4
O -1.58501 0.74028 1.18764 1.0 -0.3 0.9
H -3.46025 0.02431 1.06250 0.0 -0.6 0.2
H -2.26759 -1.03943 0.21467 0.4 0.5 0.6
H -2.01977 1.20739 -1.34614 0.0 -0.1 0.6
H -1.43673 1.58181 0.75333 -0.1 0.0 -0.1
H -3.66328 1.52064 -0.70039 0.3 0.1 0.3
H -3.29074 0.13559 -1.60267 -0.3 -0.7 -0.2
C 2.79851 0.52494 0.42405 -0.3 2.3 -0.9
C 1.97482 -0.39970 -0.38122 -1.5 -4.3 0.1
O 2.38279 -1.18225 -1.23849 1.0 1.6 0.2
N 0.73724 -0.73814 0.11435 -2.3 0.4 1.5
H 3.32510 -0.06042 1.16337 0.8 -0.3 -0.4
H 2.22843 1.22096 1.07677 0.0 -0.2 -0.8
H 0.32957 -1.66964 0.19954 1.2 0.0 -1.3
H 0.06312 -0.16966 0.62040 1.0 0.8 0.2
H 3.37038 1.09095 -0.35973 0.3 -0.4 1.4
```
Positions in Å, forces in eV/Å.

The spin multiplicity is 1. The SMILES is CC(N)=O.CCO. As for the calculated total energy: -364.2103 Eh. The HOMO-LUMO gap comes out at 10.133 eV.

***

What are the ΔE to the lowest compared entry with this formula, charge and spin values for these records? In order: 118.1; 151.9 kJ/mol.
What are the maximum force values for these records? In order: 2.43; 4.52 eV/Å.